## one
Here is the molecule C7H12N2O5S from the Open Molecules 2025 dataset. Energies are from wB97M-V/def2-TZVPD.

Structure (XYZ):
```
27
Properties=species:S:1:pos:R:3:mulliken_charge:R:1
C 2.2885 0.0471 -0.3332 0.62
C 0.9181 -0.4803 -0.3752 0.13
C 3.5440 -0.8668 -0.1546 -0.88
C -1.3593 0.0021 -0.1268 -0.42
C -2.1650 1.2593 -0.2646 0.79
C -2.0952 -0.6733 0.9985 -0.25
C -3.4395 -0.9253 0.2932 0.36
H 1.9674 0.8773 1.3954 0.19
H 3.0811 1.7557 0.4466 0.26
H 2.4180 0.5405 -1.3359 0.13
H 3.4514 -1.7219 0.7890 0.27
H 3.6094 -1.6276 -1.0986 0.33
H 5.6888 0.0308 -1.0840 0.16
H 0.3402 1.4040 0.3071 0.48
H -1.4274 -0.4129 -1.1331 0.55
H -1.6100 -1.6476 1.1910 0.33
H -2.3678 0.0111 1.8323 0.23
H -4.1847 -1.2332 -1.4884 0.34
H -1.9863 2.8829 -0.8729 0.40
N 2.2211 1.2579 0.5705 -0.65
N 0.0100 0.5397 0.1041 -0.35
O 0.6771 -1.7325 -0.6186 -0.68
O -3.2846 1.5381 0.1864 -0.63
O -4.4511 -1.2120 0.9580 -0.61
O -3.3233 -1.1099 -1.0731 -0.43
O -1.3856 2.2584 -0.5606 -0.45
S 5.2120 -0.0972 0.3105 -0.22
```

Its HOMO-LUMO gap is 10.1 eV. As for the highest occupied orbital energy: -0.357 Eh. The structure (SMILES) is N[C@@H](CS)C(=O)N[C@@H](CC(=O)O)C(=O)O. The LUMO energy comes out at 0.39 eV.

## two
Here is the molecule C7H12N2O5S from the Open Molecules 2025 dataset. Energies are from wB97M-V/def2-TZVPD.

Structure (XYZ):
```
27
Properties=species:S:1:pos:R:3:mulliken_charge:R:1
C -2.3736 0.1118 0.7069 0.37
C -0.8497 -0.4717 0.6313 0.28
C -3.1558 -0.6989 -0.4387 -1.23
C 1.4859 0.4135 0.2869 0.23
C 1.9142 1.7538 -0.0736 0.47
C 1.9473 -0.7429 -0.4689 -1.23
C 3.2818 -1.4764 0.0495 0.82
H -2.3148 2.1208 1.0554 0.20
H -2.9451 1.6100 -0.6447 0.26
H -2.8096 -0.2724 1.6599 0.41
H -2.6097 -0.2619 -1.2855 0.56
H -2.8110 -1.8190 -0.5031 0.30
H -5.0905 -1.0349 0.8635 0.12
H -0.2139 1.4492 -0.0051 0.54
H 1.8658 0.3137 1.3061 0.26
H 1.0678 -1.4595 -0.2977 0.63
H 2.2848 -0.5829 -1.5325 0.24
H 3.1235 -2.5540 -1.4939 0.36
H 3.6083 2.7696 -0.4956 0.38
N -2.1853 1.4611 0.2817 -0.67
N 0.0777 0.4804 0.2837 -0.29
O -0.4886 -1.6674 0.7714 -0.72
O 1.1540 2.7274 -0.3852 -0.64
O 3.8290 -1.1476 1.1078 -0.56
O 3.8084 -2.3050 -0.8833 -0.48
O 3.3494 1.8437 -0.1408 -0.44
S -4.9506 -0.5602 -0.3554 -0.17
```

Its HOMO-LUMO gap is 9.8 eV. As for the highest occupied orbital energy: -0.343 Eh. The structure (SMILES) is N[C@@H](CS)C(=O)N[C@@H](CC(=O)O)C(=O)O. The LUMO energy comes out at 0.46 eV.

Q: Which of them is the least stable? A: one.

## one
Here is the molecule C22H29N3O5S from the Open Molecules 2025 dataset. Energies are from wB97M-V/def2-TZVPD.

Structure (XYZ):
```
60
Properties=species:S:1:pos:R:3:mulliken_charge:R:1
C -4.0513 -4.9179 0.2361 -0.73
O -3.3627 -4.0052 -0.5817 -0.39
C -2.0795 -3.6500 -0.1138 -0.38
C -2.1081 -2.7074 1.0998 -1.06
H -1.0940 -2.3633 1.3002 0.40
H -2.4538 -3.2599 1.9752 0.43
C -3.0310 -1.4994 0.8890 -0.68
N -2.3392 -0.3465 0.3633 0.13
S -2.6829 1.1446 0.9939 1.33
O -3.0576 0.9739 2.3641 -0.75
O -1.5497 1.9832 0.6937 -0.83
C -4.0882 1.7453 0.0593 0.21
C -3.9039 2.6772 -0.9433 -0.22
C -4.9948 3.0881 -1.6927 -0.66
C -6.2496 2.5616 -1.4310 -0.40
C -6.4232 1.6307 -0.4180 -0.65
C -5.3353 1.2168 0.3323 -0.43
H -5.4401 0.5056 1.1360 0.44
H -7.4040 1.2297 -0.2129 0.40
H -7.0986 2.8821 -2.0160 0.39
H -4.8652 3.8177 -2.4775 0.40
H -2.9171 3.0803 -1.1094 0.47
C -1.8949 -0.3622 -1.0122 -1.12
H -2.0338 0.6360 -1.4376 0.60
H -2.4746 -1.0812 -1.5978 0.37
C -0.4001 -0.7247 -1.0967 0.51
O -0.0035 -1.6563 -1.7689 -0.72
N 0.3468 0.1043 -0.3461 0.18
C 1.7250 0.0722 -0.1040 0.46
C 2.2582 1.0445 0.7398 -1.05
C 3.6051 1.0694 1.0223 -0.41
C 4.4842 0.1307 0.4651 1.06
C 3.9320 -0.8441 -0.3709 -0.28
C 2.5791 -0.8776 -0.6496 -1.01
H 2.1832 -1.6376 -1.3023 0.54
H 4.5564 -1.5939 -0.8303 0.28
N 5.8280 0.1541 0.8229 -0.07
C 6.7227 -0.9113 0.4194 -1.00
H 6.1989 -1.8656 0.4158 0.49
C 7.3568 -0.6182 -0.9466 -0.37
O 8.0446 0.6150 -0.9177 -0.41
C 7.1828 1.6670 -0.5443 -0.58
C 6.5477 1.4137 0.8314 -0.70
H 5.8843 2.2391 1.0791 0.33
H 7.3379 1.3509 1.5875 0.33
H 7.7958 2.5698 -0.5305 0.39
H 6.3825 1.7803 -1.2935 0.31
H 8.1001 -1.3738 -1.2060 0.36
H 6.5775 -0.5895 -1.7236 0.32
H 7.5225 -0.9596 1.1678 0.38
H 3.9774 1.8172 1.7053 0.42
H 1.5986 1.7772 1.1822 0.44
H -0.1547 0.8500 0.1354 0.04
H -3.4320 -1.1729 1.8493 0.64
H -3.8575 -1.7929 0.2267 0.41
H -1.5845 -3.1726 -0.9607 0.16
H -1.5118 -4.5542 0.1504 0.42
H -4.9512 -5.1999 -0.3081 0.27
H -3.4466 -5.8133 0.4239 0.31
H -4.3377 -4.4768 1.1975 0.28
```

Its HOMO-LUMO gap is 7.7 eV. As for the highest occupied orbital energy: -0.265 Eh. The structure (SMILES) is COCCCN(CC(=O)Nc1ccc(N2CCOCC2)cc1)S(=O)(=O)c1ccccc1. The LUMO energy comes out at 0.49 eV.

## two
Here is the molecule C22H29N3O5S from the Open Molecules 2025 dataset. Energies are from wB97M-V/def2-TZVPD.

Structure (XYZ):
```
60
Properties=species:S:1:pos:R:3:mulliken_charge:R:1
C 1.7295 3.6306 -3.7711 -1.46
C 1.8589 2.1467 -3.4827 0.14
H 2.2877 1.6113 -4.3380 0.27
H 2.4958 1.9660 -2.6099 0.11
O 0.5556 1.6302 -3.2163 -0.35
C 0.5149 0.3233 -2.8798 0.80
O 1.4938 -0.3901 -2.8670 -0.61
N -0.7373 -0.1044 -2.6054 0.25
C -1.9095 0.7406 -2.6215 -1.15
H -1.6541 1.6899 -3.0891 0.48
C -2.4412 0.9676 -1.2060 -0.52
H -3.3556 1.5615 -1.2445 0.49
H -1.7033 1.5108 -0.6171 0.27
C -2.7164 -0.3837 -0.5448 -0.68
N -3.2581 -0.2397 0.7972 0.06
C -2.8325 0.5993 1.7598 0.51
O -1.9829 1.4568 1.6400 -0.68
C -3.6138 0.4343 3.0611 -1.03
H -4.6503 0.7310 2.8941 0.51
H -3.1809 1.0567 3.8418 0.31
S -3.6813 -1.2881 3.6455 -0.15
C -2.0807 -1.4064 4.5387 -1.03
C -0.9321 -0.9317 3.7416 0.60
C -0.2621 0.2629 3.7991 0.73
O 0.7217 0.2183 2.8733 -0.37
C 0.6123 -0.9881 2.2812 0.42
N -0.3583 -1.7051 2.7706 -0.42
C 1.4984 -1.3670 1.2014 0.36
C 1.4728 -2.6764 0.7183 -0.65
C 2.2895 -3.0184 -0.3383 -0.91
C 3.1276 -2.0848 -0.9269 -0.17
C 3.1539 -0.7766 -0.4519 0.33
C 2.3387 -0.4256 0.6217 -0.19
H 2.3558 0.5907 0.9825 0.54
O 3.9358 0.2145 -0.9514 -0.45
C 4.6599 -0.0473 -2.1325 -0.85
H 3.9869 -0.3692 -2.9313 0.31
H 5.1338 0.8952 -2.4045 0.25
H 5.4342 -0.8039 -1.9680 0.38
H 3.7398 -2.3819 -1.7619 0.43
H 2.2778 -4.0285 -0.7210 0.38
H 0.8112 -3.3906 1.1801 0.48
C -0.4194 1.4936 4.6107 -1.72
H -0.8429 2.2835 3.9895 0.28
H -1.0725 1.3100 5.4599 0.32
H 0.5526 1.8281 4.9686 0.43
H -1.9813 -2.4678 4.7596 0.37
H -2.1864 -0.8356 5.4616 0.35
H -3.8532 -0.9938 1.1126 0.36
C -1.4284 -1.2124 -0.5507 0.37
H -1.5926 -2.1832 -0.0825 0.61
C -0.9320 -1.3953 -1.9840 -1.46
H 0.0239 -1.9207 -1.9942 0.48
H -1.6653 -1.9632 -2.5687 0.40
H -0.6704 -0.6831 0.0252 -0.38
H -3.4855 -0.9116 -1.1247 0.47
H -2.6763 0.2408 -3.2275 0.32
H 1.2893 4.1383 -2.9174 0.32
H 2.7115 4.0508 -3.9679 0.42
H 1.0930 3.7912 -4.6373 0.35
```

Its HOMO-LUMO gap is 8.5 eV. As for the highest occupied orbital energy: -0.290 Eh. The structure (SMILES) is CCOC(=O)N1CCC(NC(=O)CSCc2nc(-c3cccc(OC)c3)oc2C)CC1. The LUMO energy comes out at 0.64 eV.

Q: Which of them is the least stable? A: one.

## one
Here is the molecule C7H13PS from the Open Molecules 2025 dataset. Energies are from wB97M-V/def2-TZVPD.

Structure (XYZ):
```
22
Properties=species:S:1:pos:R:3:mulliken_charge:R:1
C 0.4365 1.7282 -0.8701 -0.37
C -0.6582 1.0215 -1.0674 -0.75
C 0.8153 1.2382 1.6793 -1.18
C 1.2570 1.8389 0.3963 1.32
C 2.6683 1.3378 0.1070 -1.56
C -3.4608 -1.9287 -0.1400 -0.98
C -2.1494 -1.4611 -0.7240 -0.82
P -1.6263 0.1444 0.2072 0.28
S -3.2443 1.0615 0.6561 -0.42
H 0.8895 2.1282 -1.7368 0.41
H -1.2027 0.9126 -2.0304 0.34
H 1.3718 0.5246 2.2484 0.34
H 0.0801 1.8319 2.2489 0.35
H 1.1715 2.9459 0.6241 0.12
H 2.8855 0.3494 -0.1389 0.44
H 3.3723 1.7669 0.8526 0.35
H 3.1596 1.7328 -0.8562 0.37
H -4.1948 -1.1473 0.1068 0.34
H -3.9226 -2.6101 -0.9227 0.27
H -3.0862 -2.6083 0.6279 0.28
H -2.0473 -1.3347 -1.7865 0.43
H -1.4734 -2.2135 -0.5372 0.42
```

Its HOMO-LUMO gap (spin up / spin down) is 7.0 / 7.9 eV. As for the highest occupied orbital energy (spin up / spin down): -0.298 / -0.287 Eh. The LUMO energy (spin up / spin down) comes out at -1.15 / 0.05 eV.

## two
Here is a cluster of 2 separate species, C7H13PS in total from the Open Molecules 2025 dataset. Energies are from wB97M-V/def2-TZVPD.

Structure (XYZ):
```
22
Properties=species:S:1:pos:R:3:mulliken_charge:R:1
C -1.1348 -0.5047 1.2725 -0.79
C -0.6766 0.8812 1.7553 -0.99
C -1.3833 0.9604 -0.7842 -0.56
C -1.8027 -0.2986 -0.0973 0.97
C -2.0642 -1.5983 -0.8313 -1.23
C 2.4368 1.3592 -0.9529 -1.04
C 1.3128 0.4365 -0.3837 -0.52
P -0.1202 1.8033 0.1803 -0.11
S -3.0911 1.0422 -0.1796 -0.19
H -0.2665 -1.0334 1.0965 0.28
H -1.7750 -0.8336 2.0168 0.45
H -1.4196 1.4707 2.2979 0.43
H 0.1611 0.8741 2.4179 0.49
H -0.9903 0.5981 -2.4219 0.29
H -2.9824 -2.0608 -0.5556 0.32
H -1.0610 -2.1962 -0.7150 0.28
H -2.0475 -1.5012 -1.8933 0.41
H 3.3102 0.9157 -1.5779 0.29
H 1.9872 2.2642 -1.4327 0.26
H 2.9822 1.7442 -0.1093 0.34
H 1.5720 0.0254 0.6100 0.29
H 0.8944 -0.2944 -1.1202 0.32
```

Its HOMO-LUMO gap is 9.0 eV. As for the highest occupied orbital energy: -0.324 Eh. The LUMO energy comes out at 0.23 eV.

Q: Which of them is the least stable? A: two.